[1]
Here is C24H20F6N5ORh as an isolated structure at a distorted geometry from the Open Molecules 2025 dataset. Energies are from ωB97M-V with the def2-TZVPD basis set.

Last column: Löwdin charge in e.
Cartesian coordinates (Å):
Rh 0.0490 0.1791 -0.0216  1.08
N 1.1760 -0.8523 10.2152  0.16
C 1.0518 -0.7114 9.0821  -0.18
C 0.8951 -0.5336 7.6515  -0.23
C 1.4771 0.5627 7.0253  -0.01
C 1.3324 0.7218 5.6569  -0.02
C 0.6038 -0.2025 4.9129  -0.17
C 0.0218 -1.2929 5.5519  -0.02
C 0.1669 -1.4638 6.9200  -0.01
C 0.4408 -0.0142 3.4298  -0.03
C -0.8403 0.0017 2.9454  -0.20
C -2.0792 -0.0228 3.6857  -0.02
C -3.1016 -0.0116 2.7949  -0.03
C -2.4929 0.0352 1.4937  -0.12
N -1.1876 0.0742 1.5728  -0.06
C 1.6448 0.1407 2.6860  -0.26
C 2.9602 0.0447 3.1511  -0.04
C 3.8009 0.3627 2.0849  -0.08
C 2.9589 0.6219 1.0083  -0.19
N 1.6582 0.4847 1.3399  -0.05
H 2.0344 1.2858 7.6044  0.12
H 1.7543 1.5875 5.1659  0.13
H -0.5199 -2.0263 4.9706  0.13
H -0.2780 -2.3143 7.4174  0.12
H -2.1628 -0.0219 4.7588  0.11
H -4.1590 -0.0252 2.9995  0.10
H -2.9807 0.0987 0.5319  0.11
H 3.2641 -0.2376 4.1453  0.11
H 4.8769 0.4204 2.0896  0.09
H 3.2322 0.9568 0.0180  0.10
N 2.3994 -0.6551 -1.7674  0.01
C 2.8784 -0.7395 -3.0209  -0.08
C 2.0058 -0.0522 -3.8297  -0.04
C 1.0077 0.4280 -2.9662  -0.10
N 1.2678 0.0642 -1.7198  -0.10
H 2.7871 -1.0082 -0.9068  0.14
H 3.7904 -1.2712 -3.2303  0.12
H 2.0728 0.0808 -4.8943  0.10
H 0.1148 0.9987 -3.1479  0.10
C -0.8094 -1.4608 -0.6843  -0.18
H -1.6931 -1.1557 -1.2505  0.02
H -1.0864 -2.0658 0.1773  0.02
H -0.1110 -1.9868 -1.3344  0.01
C -0.7367 3.3259 -2.2358  0.01
C -1.5684 2.5224 -1.2262  -0.44
O -1.1716 1.2063 -1.2365  -0.28
C -1.4276 3.2558 0.1356  -0.56
F -1.6470 4.5785 0.0251  0.15
F -2.2556 2.8191 1.0916  0.16
F -0.1668 3.1070 0.5921  0.13
C -3.0489 2.5503 -1.6715  -0.55
F -3.1706 2.0082 -2.8947  0.15
F -3.8565 1.8560 -0.8540  0.15
F -3.5338 3.8054 -1.7450  0.15
H 0.3141 3.2115 -1.9714  0.10
H -0.9868 4.3846 -2.2579  0.09
H -0.8960 2.9090 -3.2282  0.09

Values from the calculation:
gap between HOMO and LUMO = 6.8 eV
HOMO energy = -8.01 eV
ΔE to the lowest compared entry with this formula, charge and spin = 54.4 kJ/mol
total charge = 0
2S+1 = 1

[2]
Here is a single C24H20N2O2S molecule at a distorted geometry from the Open Molecules 2025 dataset. Energies are from ωB97M-V with the def2-TZVPD basis set.

Last column: Löwdin charge in e.
Cartesian coordinates (Å):
C 3.8672 1.0489 2.1903  0.00
C 4.0623 -0.0311 1.1490  -0.39
O 5.1834 -0.4144 0.8636  0.06
C 2.8597 -0.5664 0.5148  -0.06
C 2.9359 -1.5050 -0.4684  -0.21
N 1.7825 -2.0332 -0.9956  0.07
C 0.5874 -1.9569 -0.3261  -0.49
C 0.4252 -1.0497 0.6590  -0.16
C -0.6357 -1.0284 1.5691  -0.18
N -1.4243 -0.9764 2.4044  0.22
C 1.4970 0.0111 0.8600  -0.14
C 1.2348 1.2024 -0.0142  -0.24
C 0.9275 2.4959 0.2901  -0.01
C 0.8822 3.1922 -0.9421  -0.07
C 1.1603 2.2701 -1.9005  -0.12
O 1.3727 1.0623 -1.3507  0.05
H 1.2356 2.3415 -2.9676  0.12
H 0.6741 4.2325 -1.0859  0.11
H 0.7488 2.8998 1.2656  0.12
H 1.4523 0.3462 1.8984  0.14
S -0.5697 -3.2185 -0.7858  0.99
C -1.9260 -2.2385 -1.5700  -0.37
C -2.7542 -1.5086 -0.5673  -0.26
C -3.4930 -2.2618 0.3148  -0.06
C -4.2543 -1.6695 1.3243  -0.08
C -4.2775 -0.3093 1.4462  -0.04
C -3.5628 0.5056 0.5469  -0.17
C -3.6112 1.9112 0.6551  -0.03
C -2.9490 2.7092 -0.2323  -0.08
C -2.2011 2.1283 -1.2651  -0.09
C -2.1075 0.7694 -1.3780  -0.02
C -2.7835 -0.0900 -0.4845  -0.13
H -1.5111 0.3602 -2.1799  0.10
H -1.6936 2.7640 -1.9752  0.10
H -2.9983 3.7849 -0.1508  0.10
H -4.1957 2.3434 1.4545  0.11
H -4.8457 0.1641 2.2330  0.11
H -4.8065 -2.2949 2.0087  0.11
H -3.4592 -3.3400 0.2401  0.11
H -2.5084 -3.0114 -2.0730  0.08
H -1.4581 -1.6020 -2.3151  0.07
H 1.8591 -2.7484 -1.7057  0.13
C 4.2007 -2.0553 -1.0277  0.00
H 4.7492 -2.5886 -0.2527  0.10
H 4.0001 -2.7294 -1.8583  0.08
H 4.8505 -1.2475 -1.3580  0.09
H 3.3176 1.8887 1.7718  0.08
H 3.3162 0.6578 3.0435  0.09
H 4.8442 1.3857 2.5273  0.09

Values from the calculation:
gap between HOMO and LUMO = 8.1 eV
SMILES = CC(=O)C1=C(C)NC(SCc2cccc3ccccc23)=C(C#N)[C@@H]1c1ccco1
HOMO energy = -8.03 eV
ΔE to the lowest compared entry with this formula, charge and spin = 72.4 kJ/mol
total charge = 0
2S+1 = 1